1.
{
  "formula": "C19H23N5O4",
  "method": "ωB97M-V with the def2-TZVPD basis set",
  "lumo_energy_ev": 0.256,
  "orbital_gap_ev": 8.54,
  "de_lowest_kj_mol": 0.0,
  "homo_ev": -8.289,
  "symbols": ["C", "C", "C", "H", "H", "C", "C", "N", "C", "C", "N", "C", "O", "N", "C", "N", "C", "C", "C", "C", "C", "C", "O", "C", "H", "H", "H", "H", "O", "C", "H", "H", "H", "H", "H", "H", "C", "O", "N", "H", "H", "C", "H", "H", "H", "H", "H", "H", "H", "H", "H"],
  "coordinates": [[-2.1872, -4.4860, 2.1270], [-2.4373, -3.8249, 0.7767], [-2.0284, -2.3542, 0.7966], [-2.5440, -1.8592, 1.6239], [-0.9553, -2.2674, 0.9752], [-2.3684, -1.6050, -0.5007], [-2.1039, -0.1421, -0.2805], [-3.1471, 0.6661, -0.2523], [-2.9597, 1.9765, -0.0296], [-1.6761, 2.4468, 0.1485], [-1.1071, 3.6602, 0.3991], [0.2634, 3.5264, 0.4937], [1.0661, 4.3953, 0.7105], [0.5385, 2.1671, 0.2925], [-0.6268, 1.4939, 0.0812], [-0.8244, 0.2113, -0.1109], [1.8400, 1.6227, 0.2326], [2.7402, 1.8479, 1.2547], [4.0190, 1.3181, 1.2074], [4.3937, 0.5423, 0.1186], [3.4906, 0.3223, -0.9240], [2.2186, 0.8662, -0.8914], [1.2987, 0.7499, -1.8804], [1.6139, -0.0417, -3.0001], [1.8328, -1.0740, -2.7119], [0.7263, -0.0241, -3.6304], [2.4626, 0.3699, -3.5555], [3.8335, -0.2709, -1.7551], [5.6099, -0.0441, -0.0419], [6.5855, 0.1488, 0.9551], [6.2597, -0.2549, 1.9188], [6.8377, 1.2074, 1.0698], [7.4646, -0.3962, 0.6152], [4.6989, 1.5167, 2.0187], [2.4393, 2.4547, 2.0936], [-1.6287, 4.5189, 0.4929], [-4.1364, 2.8903, 0.0231], [-4.0127, 4.0833, 0.2313], [-5.3058, 2.2608, -0.1786], [-6.1720, 2.7707, -0.1661], [-5.2845, 1.2670, -0.3399], [-1.5406, -2.0954, -1.6874], [-1.7447, -3.1419, -1.8947], [-1.7819, -1.5155, -2.5756], [-0.4845, -1.9689, -1.4677], [-3.4346, -1.7221, -0.7158], [-3.4978, -3.9022, 0.5258], [-1.8723, -4.3580, 0.0111], [-2.7624, -3.9925, 2.9074], [-1.1336, -4.4259, 2.3903], [-2.4753, -5.5345, 2.0996]]
}



2.
{
  "formula": "C25H25Cl3IN7O4Re",
  "method": "ωB97M-V with the def2-TZVPD basis set",
  "lumo_energy_ev": [-1.624, -1.819],
  "spin_multiplicity": 2,
  "orbital_gap_ev": [5.31, 5.40],
  "de_lowest_kj_mol": 2844.9,
  "homo_ev": [-6.930, -7.219],
  "symbols": ["Re", "O", "C", "N", "C", "C", "C", "C", "C", "C", "N", "C", "O", "C", "C", "C", "C", "C", "N", "C", "C", "C", "C", "C", "N", "H", "H", "H", "H", "H", "H", "H", "H", "H", "H", "H", "H", "Cl", "C", "Cl", "Cl", "C", "O", "O", "C", "N", "C", "C", "N", "N", "C", "C", "H", "H", "H", "H", "H", "H", "H", "H", "H", "H", "H", "H", "H", "I"],
  "coordinates": [[-0.0432, 0.2973, 1.6359], [2.4864, -0.8001, -0.0265], [2.1207, -0.9005, 1.1032], [0.5197, 1.8640, 0.9690], [0.5910, 3.0773, 0.5983], [1.4851, 3.9952, 1.2472], [1.4506, 5.3091, 0.9595], [0.5110, 5.8218, -0.0096], [-0.3067, 4.9973, -0.6936], [-0.2849, 3.5664, -0.4714], [-1.0573, 2.8151, -1.1596], [-1.0524, 1.5144, -1.5449], [-2.0105, 0.7646, -1.5706], [0.2306, 1.0770, -2.2339], [0.1738, 0.6446, -3.5557], [1.3402, 0.1800, -4.1354], [2.5059, 0.1556, -3.3822], [2.4645, 0.6399, -2.0840], [1.3519, 1.1147, -1.5278], [1.8797, 0.2704, 3.1444], [1.6159, 1.2001, 4.0259], [0.4495, 0.5044, 4.9450], [-0.4722, -0.5519, 4.7034], [-0.7381, -1.4345, 3.3735], [0.4349, -1.4634, 2.8058], [2.1642, 3.6045, 1.9923], [2.1278, 5.9863, 1.4625], [0.4729, 6.8883, -0.1902], [-1.0115, 5.3683, -1.4242], [-0.7628, 0.6845, -4.0953], [1.3444, -0.1591, -5.1637], [3.4332, -0.2109, -3.8011], [3.3522, 0.6586, -1.4621], [2.1514, 2.1135, 4.2207], [0.3196, 0.9814, 5.9111], [-1.1778, -0.7182, 5.5073], [-1.3789, -2.3038, 3.3428], [1.6967, -1.0241, 2.5390], [2.7628, -1.9399, 3.1724], [4.4461, -1.8072, 2.9545], [2.4617, -3.2588, 4.3299], [1.6665, -3.8051, 1.2001], [2.7829, -3.8835, 0.8985], [0.5340, -3.8173, 1.4530], [-1.2061, -1.6236, -3.2201], [-0.7638, -1.8196, -1.8450], [0.6331, -2.1426, -1.6524], [-1.6007, -1.5862, -0.8104], [-1.2029, -1.2351, 0.3992], [-2.9242, -1.8414, -1.0498], [-3.9821, -1.0945, -0.3979], [-3.3624, -2.9863, -1.8217], [-0.3971, -1.1469, -3.7744], [-2.0661, -0.9601, -3.2306], [-1.4491, -2.5639, -3.7222], [1.2152, -1.7824, -2.4992], [0.7799, -3.2249, -1.5686], [1.0222, -1.6558, -0.7717], [-2.0120, -1.3000, 1.0062], [-4.3998, -1.6324, 0.4612], [-4.7838, -0.9306, -1.1208], [-3.6133, -0.1238, -0.0830], [-2.5343, -3.6667, -2.0034], [-3.8084, -2.6968, -2.7775], [-4.1196, -3.5263, -1.2477], [-2.4559, 1.5236, 1.7662]]
}



3.
{
  "formula": "C5H8N2O",
  "method": "ωB97M-V with the def2-TZVPD basis set",
  "lumo_energy_ev": 0.938,
  "orbital_gap_ev": 9.40,
  "de_lowest_kj_mol": 354.2,
  "homo_ev": -8.467,
  "symbols": ["C", "C", "C", "C", "C", "H", "H", "H", "H", "H", "H", "H", "H", "N", "N", "O"],
  "coordinates": [[-0.8917, 1.3149, -1.2251], [-1.2679, 0.0479, -0.6589], [-0.3819, -0.8177, 0.2662], [-0.2407, -0.2883, 1.7276], [1.1736, 0.1258, 1.7466], [0.0012, 1.8561, -0.7888], [-1.7932, 1.9402, -1.6224], [-2.3568, -0.1578, -0.6826], [-0.5641, -1.9066, 0.2187], [-0.5036, -1.0429, 2.5538], [-0.9485, 0.6211, 1.8799], [1.7352, 0.7906, 2.4083], [0.9582, -0.3385, -1.3391], [1.7368, -0.0399, 0.6320], [0.9897, -0.7227, -0.3083], [-0.7452, 0.1600, -2.0041]]
}



4.
{
  "formula": "C10H13N4",
  "method": "ωB97M-V with the def2-TZVPD basis set",
  "total_charge": 1,
  "lumo_energy_ev": -3.373,
  "orbital_gap_ev": 9.08,
  "de_lowest_kj_mol": 13.8,
  "homo_ev": -12.454,
  "symbols": ["C", "C", "C", "C", "C", "C", "C", "C", "N", "N", "C", "N", "C", "N", "H", "H", "H", "H", "H", "H", "H", "H", "H", "H", "H", "H", "H"],
  "coordinates": [[1.7604, -1.7029, 0.7529], [1.6888, -0.2904, 0.2341], [2.6699, 0.6158, 0.6475], [2.6477, 1.9446, 0.2516], [1.6335, 2.4044, -0.5859], [0.6670, 1.5141, -1.0228], [0.6884, 0.1778, -0.6172], [-0.3783, -0.7258, -1.1712], [-1.6861, -0.5743, -0.4963], [-2.8220, -0.9103, -1.1453], [-3.8410, -0.6613, -0.3099], [-3.4039, -0.2154, 0.8474], [-2.0616, -0.1742, 0.7421], [-1.2035, 0.2178, 1.7158], [0.8236, -2.2531, 0.6502], [2.5379, -2.2740, 0.2471], [1.9988, -1.6902, 1.8162], [3.4596, 0.2664, 1.3011], [3.4217, 2.6200, 0.5896], [1.6205, 3.4372, -0.9044], [-0.1088, 1.8500, -1.7019], [-0.0964, -1.7772, -1.1355], [-0.5511, -0.4675, -2.2162], [-2.8249, -1.2730, -2.0870], [-4.8761, -0.8247, -0.5653], [-1.2275, 1.1708, 2.0327], [-0.5364, -0.4047, 2.1306]]
}



5.
{
  "formula": "C36H42CoNO2P4Se",
  "method": "ωB97M-V with the def2-TZVPD basis set",
  "total_charge": 1,
  "lumo_energy_ev": [-2.072, -2.481],
  "spin_multiplicity": 4,
  "orbital_gap_ev": [7.95, 7.76],
  "de_lowest_kj_mol": 0.0,
  "homo_ev": [-10.023, -10.246],
  "symbols": ["Co", "C", "P", "C", "C", "C", "P", "C", "C", "H", "H", "H", "H", "H", "H", "H", "H", "H", "H", "H", "H", "H", "H", "H", "H", "O", "P", "C", "P", "O", "C", "C", "C", "C", "C", "C", "C", "C", "C", "C", "C", "C", "C", "C", "C", "C", "C", "C", "C", "C", "C", "C", "C", "C", "H", "H", "H", "H", "H", "H", "H", "H", "H", "H", "H", "H", "H", "H", "H", "H", "H", "H", "H", "H", "H", "H", "Se", "C", "C", "C", "N", "C", "C", "H", "H", "H", "H"],
  "coordinates": [[2.9417, -1.6332, 22.8319], [1.4908, 0.4625, 25.5818], [1.3529, -0.9156, 24.3684], [-0.0815, -0.1359, 23.4265], [0.6764, -2.3331, 25.3629], [1.3160, -3.6372, 24.8631], [3.0775, -3.3359, 24.2542], [4.0374, -3.0376, 25.7932], [3.4361, -5.1159, 23.8734], [2.1223, 1.2284, 25.1107], [1.9862, 0.1412, 26.4946], [0.4713, 0.8918, 25.8321], [-0.7309, 0.4803, 24.0822], [-0.7035, -0.9954, 23.0634], [0.3079, 0.4330, 22.5976], [-0.4519, -2.2313, 25.2618], [0.8527, -2.1337, 26.4167], [0.8702, -3.9535, 23.9294], [1.2963, -4.4718, 25.5733], [4.2368, -4.0031, 26.2802], [3.4606, -2.3715, 26.4272], [4.9740, -2.5517, 25.5312], [3.2285, -5.7533, 24.7416], [4.4617, -5.2129, 23.4954], [2.7868, -5.3889, 23.0546], [3.2433, -2.9415, 21.1367], [4.1553, -2.6050, 20.0024], [4.1445, -0.8269, 19.6913], [2.5145, -0.0883, 19.9234], [1.9897, -0.4282, 21.2695], [1.3802, -0.5604, 18.5983], [0.3946, -1.5245, 18.8616], [-0.5084, -1.9109, 17.9083], [-0.5135, -1.2684, 16.6635], [0.4223, -0.2890, 16.3619], [1.4199, -0.0069, 17.3051], [2.7242, 1.6809, 19.5225], [3.7846, 2.2174, 18.8255], [3.7750, 3.5227, 18.3652], [2.7896, 4.3561, 18.8069], [1.7487, 3.8765, 19.5933], [1.7137, 2.5367, 19.9775], [3.8121, -3.3440, 18.4209], [3.2237, -4.6209, 18.4318], [2.9930, -5.2926, 17.2425], [3.3369, -4.7551, 16.0235], [3.8095, -3.4467, 15.9946], [4.0734, -2.7513, 17.1807], [5.8980, -2.9363, 20.3200], [6.9254, -2.6004, 19.3943], [8.2571, -2.8871, 19.6820], [8.5612, -3.4815, 20.9049], [7.5612, -3.7543, 21.8224], [6.2460, -3.4691, 21.5520], [4.4987, -0.5748, 18.6939], [4.8312, -0.3595, 20.3851], [0.3597, -2.0257, 19.8278], [-1.2126, -2.7104, 18.1781], [-1.2973, -1.5271, 15.9030], [0.4094, 0.2779, 15.4101], [2.1907, 0.7246, 17.0971], [4.6280, 1.5471, 18.6088], [4.5456, 3.8997, 17.7146], [2.7381, 5.4219, 18.5236], [0.9315, 4.5409, 19.9013], [0.9554, 2.2345, 20.6776], [2.8910, -5.0394, 19.3983], [2.4899, -6.2777, 17.2533], [3.2531, -5.3778, 15.1088], [4.0029, -2.9237, 15.0358], [4.5699, -1.7604, 17.1267], [6.6454, -2.1522, 18.4193], [9.0402, -2.6058, 18.9581], [9.5518, -3.7892, 21.1242], [7.8303, -4.2606, 22.7876], [5.4306, -3.6628, 22.2305], [4.7750, 0.0434, 23.1930], [6.0570, -0.0365, 24.6097], [6.0035, 0.8677, 25.6971], [6.9779, 0.7957, 26.6744], [7.9823, -0.1306, 26.7240], [8.0997, -0.8809, 25.6198], [7.2294, -0.8307, 24.5322], [5.1603, 1.5418, 25.8322], [6.9157, 1.3547, 27.5765], [8.9094, -1.6654, 25.6750], [7.3201, -1.5523, 23.6876]]
}



6.
{
  "formula": "C4H6O2",
  "method": "ωB97M-V with the def2-TZVPD basis set",
  "lumo_energy_ev": 0.817,
  "orbital_gap_ev": 9.18,
  "de_lowest_kj_mol": 452.3,
  "homo_ev": -8.362,
  "symbols": ["C", "C", "C", "O", "C", "O", "H", "H", "H", "H", "H", "H"],
  "coordinates": [[1.1569, -0.4877, -0.2621], [-0.1365, -0.5069, 0.5690], [-0.5588, 0.9664, 0.6228], [-0.5671, 1.1946, -0.7898], [-0.7600, -0.7157, -0.7459], [-1.2780, -1.3021, -1.5996], [0.4412, 0.6690, -1.0032], [1.9450, 0.1108, 0.2079], [1.5125, -1.4685, -0.5735], [-0.3461, -1.1851, 1.4004], [0.1546, 1.6114, 1.1472], [-1.5636, 1.1137, 1.0269]]
}



Copy entry 1 word for word.
{
  "formula": "C19H23N5O4",
  "method": "ωB97M-V with the def2-TZVPD basis set",
  "lumo_energy_ev": 0.256,
  "orbital_gap_ev": 8.54,
  "de_lowest_kj_mol": 0.0,
  "homo_ev": -8.289,
  "symbols": ["C", "C", "C", "H", "H", "C", "C", "N", "C", "C", "N", "C", "O", "N", "C", "N", "C", "C", "C", "C", "C", "C", "O", "C", "H", "H", "H", "H", "O", "C", "H", "H", "H", "H", "H", "H", "C", "O", "N", "H", "H", "C", "H", "H", "H", "H", "H", "H", "H", "H", "H"],
  "coordinates": [[-2.1872, -4.4860, 2.1270], [-2.4373, -3.8249, 0.7767], [-2.0284, -2.3542, 0.7966], [-2.5440, -1.8592, 1.6239], [-0.9553, -2.2674, 0.9752], [-2.3684, -1.6050, -0.5007], [-2.1039, -0.1421, -0.2805], [-3.1471, 0.6661, -0.2523], [-2.9597, 1.9765, -0.0296], [-1.6761, 2.4468, 0.1485], [-1.1071, 3.6602, 0.3991], [0.2634, 3.5264, 0.4937], [1.0661, 4.3953, 0.7105], [0.5385, 2.1671, 0.2925], [-0.6268, 1.4939, 0.0812], [-0.8244, 0.2113, -0.1109], [1.8400, 1.6227, 0.2326], [2.7402, 1.8479, 1.2547], [4.0190, 1.3181, 1.2074], [4.3937, 0.5423, 0.1186], [3.4906, 0.3223, -0.9240], [2.2186, 0.8662, -0.8914], [1.2987, 0.7499, -1.8804], [1.6139, -0.0417, -3.0001], [1.8328, -1.0740, -2.7119], [0.7263, -0.0241, -3.6304], [2.4626, 0.3699, -3.5555], [3.8335, -0.2709, -1.7551], [5.6099, -0.0441, -0.0419], [6.5855, 0.1488, 0.9551], [6.2597, -0.2549, 1.9188], [6.8377, 1.2074, 1.0698], [7.4646, -0.3962, 0.6152], [4.6989, 1.5167, 2.0187], [2.4393, 2.4547, 2.0936], [-1.6287, 4.5189, 0.4929], [-4.1364, 2.8903, 0.0231], [-4.0127, 4.0833, 0.2313], [-5.3058, 2.2608, -0.1786], [-6.1720, 2.7707, -0.1661], [-5.2845, 1.2670, -0.3399], [-1.5406, -2.0954, -1.6874], [-1.7447, -3.1419, -1.8947], [-1.7819, -1.5155, -2.5756], [-0.4845, -1.9689, -1.4677], [-3.4346, -1.7221, -0.7158], [-3.4978, -3.9022, 0.5258], [-1.8723, -4.3580, 0.0111], [-2.7624, -3.9925, 2.9074], [-1.1336, -4.4259, 2.3903], [-2.4753, -5.5345, 2.0996]]
}